{"formula": "C32H31BrN3OP2Pt", "method": "ωB97M-V with the def2-TZVPD basis set", "symbols": ["Pt", "Br", "C", "C", "C", "C", "O", "C", "C", "N", "C", "C", "C", "C", "C", "C", "C", "C", "N", "C", "C", "H", "H", "H", "H", "H", "H", "H", "H", "H", "H", "C", "P", "C", "C", "C", "C", "C", "C", "C", "P", "C", "C", "H", "H", "H", "H", "H", "H", "H", "H", "H", "H", "H", "H", "H", "H", "H", "H", "N", "C", "C", "C", "C", "C", "C", "H", "H", "H", "H", "H"], "coordinates": [[-0.07, 0.00, 0.10], [7.33, -0.46, 1.47], [5.46, -0.52, 1.61], [4.86, -0.36, 2.86], [3.49, -0.40, 2.90], [2.68, -0.57, 1.74], [1.42, -0.54, 1.89], [3.33, -0.78, 0.43], [2.69, -1.10, -0.79], [1.37, -1.05, -1.06], [0.91, -1.49, -2.28], [1.58, -2.37, -3.12], [1.03, -2.75, -4.36], [-0.17, -2.27, -4.79], [-0.90, -1.37, -3.96], [-2.15, -0.84, -4.33], [-2.81, 0.03, -3.49], [-2.20, 0.36, -2.27], [-1.04, -0.13, -1.90], [-0.37, -0.99, -2.72], [4.72, -0.72, 0.44], [5.47, -0.22, 3.74], [2.95, -0.29, 3.83], [3.36, -1.33, -1.61], [2.51, -2.82, -2.81], [1.59, -3.44, -4.97], [-0.59, -2.56, -5.74], [-2.58, -1.12, -5.28], [-3.76, 0.46, -3.75], [-2.68, 1.04, -1.58], [5.27, -0.86, -0.49], [-2.17, 2.96, 1.63], [-0.89, 1.66, 1.57], [0.74, 2.54, 1.70], [-1.16, 0.70, 3.10], [-1.09, 1.28, 4.36], [-1.26, 0.50, 5.50], [-1.51, -0.85, 5.37], [-1.59, -1.44, 4.12], [-1.42, -0.67, 2.97], [-1.48, -1.37, 1.29], [-3.23, -1.29, 0.82], [-1.13, -3.14, 1.45], [-2.04, 3.58, 2.52], [-3.15, 2.50, 1.66], [-2.09, 3.59, 0.75], [1.27, 2.19, 2.58], [0.60, 3.62, 1.78], [2.45, 1.92, 0.72], [-0.90, 2.34, 4.46], [-1.19, 0.96, 6.47], [-1.64, -1.46, 6.26], [-1.79, -2.50, 4.04], [-3.87, -1.78, 1.56], [-3.37, -1.77, -0.15], [-3.54, -0.25, 0.73], [-1.87, -3.67, 2.06], [-0.14, -3.27, 1.87], [-1.14, -3.57, 0.44], [1.51, 2.20, 0.48], [1.53, 3.20, -0.54], [2.69, 3.89, -0.83], [2.70, 4.85, -1.83], [1.54, 5.13, -2.54], [0.37, 4.44, -2.24], [0.37, 3.47, -1.26], [3.60, 3.68, -0.27], [3.61, 5.38, -2.06], [1.54, 5.88, -3.32], [-0.53, 4.64, -2.80], [-0.53, 2.89, -1.06]], "charge": 1, "relative_energy_ev": 0.000, "e_lumo_ev": [-2.44, -4.90], "spin_multiplicity": 5, "s2": 6.041, "total_energy_ha": -4853.31367, "orbital_gap_ev": [5.45, 5.45], "e_homo_ev": [-7.89, -10.35]}



{"formula": "C6H21ClNO9", "method": "ωB97M-V with the def2-TZVPD basis set", "symbols": ["Cl", "O", "O", "O", "O", "O", "H", "H", "O", "H", "H", "O", "H", "H", "C", "O", "C", "C", "N", "C", "C", "O", "C", "H", "H", "H", "H", "H", "H", "H", "H", "H", "H", "H", "H", "H", "H", "H"], "coordinates": [[-1.35, 1.74, 3.49], [-2.63, 1.66, 2.86], [-0.86, 0.40, 3.54], [-0.57, 2.53, 2.61], [-1.40, 2.28, 4.80], [-1.73, -2.25, 1.93], [-0.87, -2.08, 1.55], [-1.93, -1.45, 2.42], [-3.94, -0.78, 3.59], [-3.42, 0.01, 3.40], [-4.84, -0.52, 3.42], [-1.90, 2.33, -0.54], [-2.81, 2.42, -0.28], [-1.40, 2.66, 0.20], [1.52, -2.24, 2.42], [1.31, -2.26, 1.00], [2.05, -1.38, 0.15], [1.61, -1.80, -1.31], [0.40, -1.17, -1.97], [0.45, 0.32, -1.91], [-0.10, 1.07, -3.14], [0.72, 0.75, -4.18], [1.65, 1.80, -4.43], [2.59, -2.26, 2.64], [1.04, -3.11, 2.88], [1.08, -1.36, 2.89], [3.11, -1.63, 0.15], [1.88, -0.35, 0.48], [1.36, -2.85, -1.23], [2.54, -1.78, -1.88], [0.51, -1.21, -2.97], [1.39, 0.81, -1.65], [-0.11, 0.70, -1.05], [-0.16, 2.16, -3.07], [-1.11, 0.70, -3.31], [2.30, 1.84, -3.56], [1.33, 2.80, -4.72], [2.31, 1.51, -5.25]], "e_lumo_ev": [-0.57, -6.05], "spin_multiplicity": 2, "s2": 0.755, "total_energy_ha": -1432.82358, "orbital_gap_ev": [8.31, 2.82], "e_homo_ev": [-8.88, -8.88]}